Record 1
{"formula": "C29H25N3PdSb", "method": "the ωB97M-V functional and the def2-TZVPD basis", "elements": ["Pd", "C", "C", "C", "C", "C", "C", "N", "N", "C", "C", "C", "C", "C", "N", "H", "H", "H", "H", "H", "H", "H", "H", "H", "C", "C", "C", "C", "C", "C", "Sb", "C", "C", "C", "C", "C", "C", "C", "C", "C", "C", "C", "C", "H", "H", "H", "H", "H", "H", "H", "H", "H", "H", "H", "H", "H", "H", "H", "H"], "positions_angstrom": [[0.000, 0.000, 0.000], [4.497, 0.000, -3.214], [5.067, 0.000, -1.938], [4.249, 0.000, -0.803], [2.848, 0.000, -0.947], [2.285, 0.000, -2.227], [3.107, 0.000, -3.358], [1.999, 0.000, 0.065], [2.409, 0.000, 1.351], [1.411, 0.000, 2.370], [1.744, 0.000, 3.814], [0.732, 0.000, 4.699], [-0.672, 0.000, 4.211], [-0.913, 0.000, 2.888], [0.065, 0.000, 1.989], [5.132, 0.000, -4.090], [6.144, 0.000, -1.827], [4.709, 0.000, 0.176], [1.209, 0.000, -2.350], [2.666, 0.000, -4.346], [2.776, 0.000, 4.151], [0.936, 0.000, 5.765], [-1.497, 0.000, 4.917], [-1.926, 0.000, 2.509], [-4.164, 5.418, -0.223], [-3.248, 5.674, 0.800], [-2.068, 4.928, 0.888], [-1.801, 3.921, -0.051], [-2.721, 3.671, -1.076], [-3.901, 4.417, -1.162], [0.000, 2.740, 0.000], [1.000, 3.677, 1.659], [0.416, 3.612, 2.932], [1.049, 4.207, 4.027], [2.271, 4.863, 3.856], [2.862, 4.920, 2.590], [2.229, 4.327, 1.493], [0.827, 3.940, -1.574], [0.877, 5.335, -1.456], [1.403, 6.108, -2.495], [1.874, 5.490, -3.657], [1.821, 4.098, -3.779], [1.300, 3.323, -2.738], [-5.077, 5.996, -0.290], [-3.450, 6.452, 1.524], [-1.369, 5.146, 1.680], [-2.521, 2.900, -1.808], [-4.609, 4.219, -1.957], [-0.529, 3.104, 3.070], [0.592, 4.160, 5.007], [2.761, 5.323, 4.704], [3.811, 5.424, 2.460], [2.697, 4.372, 0.520], [0.510, 5.819, -0.560], [1.442, 7.186, -2.400], [2.277, 6.090, -4.463], [2.182, 3.621, -4.681], [1.256, 2.247, -2.838], [-1.692, 0.000, 0.000]], "gap_ev": [4.9, 4.9], "e_homo_ev": [-2.25, -2.25], "energy_ha": -1652.39622, "lumo_energy_ev": [2.66, 2.65], "charge": -1}

***

Record 2
{"formula": "C3H4OS", "method": "the ωB97M-V functional and the def2-TZVPD basis", "elements": ["C", "C", "C", "O", "S", "H", "H", "H", "H"], "positions_angstrom": [[-0.299, -0.882, -1.043], [0.162, 0.026, -0.228], [-0.347, 1.251, 0.648], [1.330, -2.490, 0.339], [1.345, -1.336, -0.553], [-1.140, -1.213, -1.729], [-0.957, 1.966, 0.154], [0.593, 1.859, 0.831], [-0.687, 0.819, 1.579]], "s2": 2.0172, "gap_ev": [5.8, 6.7], "e_homo_ev": [-5.02, -10.08], "energy_ha": -589.85199, "e_above_lowest_ev": 4.586, "lumo_energy_ev": [0.80, -3.36], "multiplicity": 3}

***

Record 3
{"formula": "C8H14N", "method": "the ωB97M-V functional and the def2-TZVPD basis", "elements": ["C", "C", "C", "C", "C", "C", "C", "C", "N", "H", "H", "H", "H", "H", "H", "H", "H", "H", "H", "H", "H", "H", "H"], "positions_angstrom": [[2.729, 1.174, 0.773], [-2.666, -1.377, 0.934], [2.951, -0.146, 0.038], [-2.401, -0.436, 0.016], [0.701, -0.825, 0.515], [2.081, -1.118, -0.053], [-0.305, -0.491, -0.508], [-3.065, 0.745, -0.578], [0.260, -0.108, -1.620], [3.074, 1.987, 0.220], [1.717, 1.330, 1.070], [-3.638, -1.523, 1.344], [-1.880, -2.108, 1.278], [3.939, -0.448, -0.136], [0.288, -1.534, 1.172], [0.663, 0.225, 1.093], [2.174, -2.139, -0.432], [-3.423, 1.396, 0.176], [-2.498, 1.325, -1.281], [-3.974, 0.269, -0.875], [3.412, 1.050, 1.587], [-0.196, 0.035, -2.477], [1.338, -0.075, -1.608]], "gap_ev": 10.2, "e_homo_ev": -13.87, "energy_ha": -367.56661, "e_above_lowest_ev": 3.082, "lumo_energy_ev": -3.62, "charge": 1}

***

Record 4
{"formula": "C2HO4S", "method": "the ωB97M-V functional and the def2-TZVPD basis", "elements": ["C", "C", "O", "O", "O", "O", "S", "H"], "positions_angstrom": [[0.394, -0.057, -0.010], [0.723, -1.352, 0.140], [0.799, -2.542, 0.057], [3.654, 0.407, -1.220], [3.593, 0.557, 1.137], [1.247, 0.938, 0.023], [2.902, 0.006, -0.013], [-0.593, 0.046, -0.219]], "s2": 2.0098, "gap_ev": [5.4, 8.1], "e_homo_ev": [-1.36, -4.88], "energy_ha": -775.87923, "e_above_lowest_ev": 0.869, "lumo_energy_ev": [4.00, 3.22], "multiplicity": 3, "charge": -1}

***

Record 5
{"formula": "C4H9N", "method": "the ωB97M-V functional and the def2-TZVPD basis", "elements": ["N", "C", "C", "C", "C", "H", "H", "H", "H", "H", "H", "H", "H", "H"], "positions_angstrom": [[1.698, 0.318, -2.029], [0.561, -0.402, -1.442], [-1.379, -0.033, 2.001], [-0.909, 0.200, 0.604], [0.276, -0.102, 0.022], [2.585, -0.095, -1.749], [1.663, 1.242, -1.595], [0.794, -1.467, -1.489], [-0.361, -0.185, -1.965], [-1.252, 0.897, 2.563], [-2.427, -0.206, 1.708], [-0.972, -0.822, 2.616], [-1.399, 1.074, 0.115], [1.122, -0.417, 0.639]], "s2": 0.7597, "gap_ev": [10.2, 6.3], "e_homo_ev": [-15.12, -14.70], "energy_ha": -212.17998, "e_above_lowest_ev": 2.726, "lumo_energy_ev": [-4.96, -8.37], "multiplicity": 2, "charge": 1}

***

Record 6
{"formula": "C16H26O5", "method": "the ωB97M-V functional and the def2-TZVPD basis", "elements": ["C", "H", "H", "O", "C", "C", "H", "H", "C", "O", "H", "C", "C", "H", "H", "H", "H", "C", "C", "O", "C", "C", "C", "C", "C", "C", "C", "H", "H", "H", "H", "H", "H", "H", "H", "H", "O", "H", "H", "H", "O", "C", "H", "H", "H", "H", "H"], "positions_angstrom": [[0.796, -4.691, 0.525], [1.475, -5.523, 0.699], [1.119, -3.829, 1.116], [0.864, -4.417, -0.864], [-0.182, -3.642, -1.377], [-0.319, -2.265, -0.718], [-0.699, -2.391, 0.296], [0.673, -1.814, -0.684], [-1.281, -1.363, -1.498], [-2.621, -1.802, -1.355], [-2.609, -2.772, -1.357], [-1.237, 0.116, -1.058], [-0.023, 0.837, -1.632], [-0.042, 1.880, -1.328], [-0.031, 0.788, -2.718], [0.900, 0.388, -1.273], [-2.145, 0.565, -1.479], [-1.307, 0.277, 0.470], [-1.681, 1.725, 0.870], [-0.628, 2.653, 0.789], [0.249, 2.648, 1.899], [1.312, 3.690, 1.678], [2.153, 3.594, 0.577], [3.128, 4.549, 0.353], [3.278, 5.607, 1.234], [2.445, 5.709, 2.334], [1.463, 4.757, 2.552], [0.812, 4.844, 3.410], [2.556, 6.534, 3.022], [4.042, 6.351, 1.061], [3.775, 4.466, -0.508], [2.033, 2.768, -0.108], [0.722, 1.660, 2.013], [-0.315, 2.861, 2.820], [-2.462, 2.101, 0.202], [-2.086, 1.687, 1.891], [-2.233, -0.601, 1.071], [-2.779, -0.985, 0.365], [-0.322, 0.049, 0.903], [-1.008, -1.402, -2.567], [-1.427, -4.296, -1.268], [-1.528, -5.476, -2.040], [-0.734, -6.181, -1.781], [-2.499, -5.909, -1.810], [-1.465, -5.243, -3.108], [0.084, -3.527, -2.443], [-0.217, -4.976, 0.820]], "gap_ev": 10.0, "e_homo_ev": -9.17, "energy_ha": -1001.43329, "e_above_lowest_ev": 1.333, "lumo_energy_ev": 0.79}